Record 1
{"formula": "C45H47N3O6P2SrTe", "method": "ωB97M-V with the def2-TZVPD basis set", "elements": ["Sr", "C", "C", "N", "N", "C", "O", "C", "C", "C", "C", "C", "C", "C", "C", "C", "C", "C", "N", "H", "H", "H", "H", "H", "H", "H", "H", "H", "H", "H", "H", "O", "C", "C", "O", "C", "C", "O", "C", "O", "O", "C", "C", "C", "C", "C", "C", "C", "P", "C", "C", "C", "C", "C", "C", "C", "C", "C", "C", "C", "C", "C", "C", "H", "H", "H", "H", "H", "H", "H", "H", "H", "H", "H", "H", "H", "H", "H", "H", "H", "H", "H", "H", "C", "Te", "C", "H", "H", "H", "H", "H", "H", "C", "P", "C", "C", "H", "H", "H", "H", "H", "H", "H", "H", "H"], "xyz": [[-0.80551, 0.59795, 0.07999], [-5.77319, 0.34597, -0.86513], [-4.31185, -0.04788, -0.64652], [-3.32591, 0.75868, -0.92377], [-3.57104, 1.88440, -1.57957], [-2.89341, 2.94682, -1.06914], [-2.17976, 2.84621, -0.03171], [-3.16017, 4.28024, -1.74772], [-2.43215, 5.43383, -1.43055], [-2.50021, 6.51052, -2.30149], [-3.27688, 6.45225, -3.41382], [-4.07240, 5.34586, -3.68422], [-4.03719, 4.22352, -2.84513], [-3.94941, -1.22138, 0.03311], [-4.93762, -2.22461, 0.18157], [-4.58643, -3.42086, 0.74545], [-3.33975, -3.48678, 1.39335], [-2.42283, -2.43495, 1.30050], [-2.68188, -1.32528, 0.55936], [-5.76798, 1.23868, -1.53176], [-6.15457, 0.66273, 0.13456], [-6.46721, -0.45309, -1.26029], [-1.83888, 5.38089, -0.51166], [-1.85583, 7.37112, -2.16904], [-3.25984, 7.35428, -4.04300], [-4.68747, 5.29843, -4.58590], [-4.74117, 3.35727, -2.94022], [-5.95708, -2.06508, -0.10379], [-5.27353, -4.24059, 0.82996], [-3.03429, -4.38932, 1.90662], [-1.46810, -2.52561, 1.79980], [3.08677, 3.69926, -4.22873], [2.35636, 3.18427, -3.40859], [1.76910, 1.75461, -3.61251], [1.92478, 1.07799, -4.62707], [1.12739, 1.35422, -2.30578], [1.32518, 2.43992, -1.35974], [0.79072, 2.42566, -0.21186], [1.93200, 3.55020, -2.03157], [2.11241, 4.70275, -1.65358], [0.42185, 0.33314, -2.06278], [2.80035, -1.64199, -3.54018], [3.91628, -1.70263, -2.57605], [5.16103, -1.10227, -2.83051], [6.17236, -1.13568, -1.87081], [5.82672, -1.69966, -0.61222], [4.62354, -2.36502, -0.39249], [3.68224, -2.43972, -1.38243], [2.11632, -3.31707, -1.09890], [2.23332, -5.03574, -1.78886], [1.09801, -5.39180, -2.54109], [1.05357, -6.35468, -3.51031], [2.16072, -7.16795, -3.66326], [3.26123, -6.97840, -2.81442], [3.42159, -5.91475, -1.92385], [4.70255, -5.86908, -1.16238], [2.08594, -3.25552, 0.66806], [2.40392, -4.39839, 1.41791], [2.29260, -4.34024, 2.81007], [1.62023, -3.28015, 3.44589], [1.36556, -2.14550, 2.75520], [1.68903, -2.08965, 1.39573], [1.55108, -0.80740, 0.76468], [3.08366, -1.16034, -4.48536], [1.95277, -1.09669, -3.13048], [2.42658, -2.63117, -3.73611], [5.26949, -0.66722, -3.82526], [7.17612, -0.77768, -2.07383], [6.61055, -1.70466, 0.16095], [4.48241, -2.87373, 0.55442], [0.17650, -4.75543, -2.48268], [0.09249, -6.43763, -4.05719], [2.15639, -8.06840, -4.35411], [4.14243, -7.66399, -2.84290], [5.55253, -6.06006, -1.85125], [4.66207, -6.63995, -0.34935], [4.79589, -4.85090, -0.71294], [2.56556, -5.37855, 1.05132], [2.64274, -5.19544, 3.40825], [1.43172, -3.29037, 4.52281], [0.89331, -1.29113, 3.26782], [1.82008, -0.70201, -0.30566], [1.83301, 0.13191, 1.31024], [1.28015, 6.54227, 4.63316], [-0.06963, 5.70179, 3.16563], [1.57673, 5.69238, 1.66335], [0.85117, 6.52330, 5.64898], [1.48782, 7.54228, 4.29757], [2.19265, 6.03201, 4.80482], [1.25971, 5.39423, 0.67068], [2.31916, 4.90540, 1.99187], [2.09767, 6.62544, 1.68640], [-1.82090, 1.95252, 4.67925], [-3.57989, 1.99958, 4.06991], [-4.13282, 3.37859, 5.08911], [-4.20566, 0.54077, 4.95188], [-1.78668, 1.87985, 5.76296], [-1.33132, 2.92831, 4.33203], [-1.31153, 1.11490, 4.28859], [-4.18334, 3.15620, 6.15748], [-5.08705, 3.69473, 4.66737], [-3.49817, 4.23033, 4.85942], [-4.05046, 0.56077, 6.00012], [-3.83468, -0.36250, 4.42496], [-5.26049, 0.53731, 4.75835]], "forces_ev_per_angstrom": [[0.4, 0.3, -0.4], [-0.1, 0.1, -0.1], [-0.1, 2.6, -1.5], [-0.3, -0.6, 0.3], [-0.5, 1.5, -0.2], [-0.2, -1.0, 1.3], [-0.2, 0.7, -0.7], [0.1, -1.2, -0.3], [-0.3, -1.2, 0.2], [1.0, 0.0, 1.2], [-0.7, 0.7, -1.2], [-0.4, -0.8, -0.2], [-0.4, 0.9, 0.1], [0.6, -2.0, 1.4], [0.8, 0.0, 0.1], [1.2, 0.4, 1.3], [0.2, -0.3, -0.5], [-1.3, 0.2, -1.1], [-1.1, -1.3, 0.6], [-0.1, -0.7, 0.5], [0.0, -0.2, -0.6], [0.9, 0.8, 0.3], [0.1, 0.2, -0.6], [-0.1, 0.1, 0.3], [-0.2, -0.7, -0.1], [0.1, 0.2, 0.3], [1.2, 0.9, -0.2], [-0.1, 0.1, -0.5], [-0.3, -0.2, -0.1], [0.0, 0.0, 0.1], [0.3, 0.2, -0.1], [-0.3, 0.8, 0.4], [-0.4, -3.3, -0.3], [0.6, -0.1, 0.3], [-0.5, 0.4, 0.5], [0.3, 1.3, -0.8], [-1.0, -1.1, -0.9], [0.3, 0.2, 0.6], [1.0, 1.6, -1.0], [-0.2, 0.8, 1.2], [0.0, 0.0, -0.1], [0.0, 0.5, -1.0], [0.2, -0.6, 0.7], [-0.5, -0.4, 0.0], [-1.3, -0.7, 0.9], [1.5, 0.2, -0.6], [1.3, 0.3, 0.4], [0.5, 0.4, -1.1], [-1.3, 1.2, -0.7], [2.2, -1.2, -0.1], [-0.7, 2.1, 0.5], [-0.6, -0.8, -0.3], [0.3, -1.6, -0.3], [0.9, -0.4, -0.3], [-3.1, 0.4, -0.6], [0.0, 0.9, 0.7], [0.0, -2.2, 1.4], [-1.0, 1.5, 1.6], [-0.3, -1.2, 0.7], [1.2, -0.5, 0.8], [-0.6, -0.1, 0.8], [-0.2, 2.9, -2.0], [0.3, 0.2, -0.5], [-0.1, -0.1, 0.3], [0.0, 0.2, 0.0], [-0.2, -0.6, -0.3], [0.2, 0.1, 0.3], [-0.2, 0.2, 0.1], [-0.5, 0.0, -0.2], [-0.1, 0.1, 0.0], [1.1, -0.4, 0.3], [1.0, -0.3, 0.1], [0.0, 1.4, 0.8], [-0.9, 0.4, -0.4], [-0.4, 0.1, 0.6], [0.3, 0.7, -0.6], [0.3, -0.9, -0.2], [0.7, -0.6, -1.0], [-0.4, 0.3, -0.3], [0.1, -0.2, -0.2], [0.3, -0.3, -0.5], [-0.1, -0.2, 0.7], [-0.4, -1.0, -0.1], [-1.1, 0.1, 0.6], [1.4, 0.0, -0.6], [0.4, -1.8, 1.2], [-0.4, 0.4, -0.5], [0.1, 0.5, 0.2], [1.0, -0.9, -0.6], [-0.3, 0.1, -0.1], [-1.0, 0.7, -0.2], [-0.1, 0.8, -0.1], [-0.5, 2.2, -0.3], [1.5, -0.3, -0.6], [-0.6, 0.4, -0.2], [-0.3, -0.4, -1.5], [0.0, 0.1, 0.3], [-0.4, -1.5, 0.5], [0.7, -0.9, -0.7], [0.0, 0.2, 0.0], [-0.4, -0.1, 0.5], [0.4, 0.0, 0.3], [0.4, -0.3, 1.1], [0.1, 0.4, 0.6], [-0.8, -0.1, 0.1]], "homo_lumo_gap_ha": 0.1633, "lumo_ev": 3.33, "homo_ev": -1.11, "total_charge": -2}

---

Record 2
{"formula": "C45H47N5OOsP2S", "method": "ωB97M-V with the def2-TZVPD basis set", "elements": ["Os", "N", "C", "C", "C", "C", "C", "C", "S", "N", "C", "C", "C", "C", "C", "C", "N", "H", "H", "H", "H", "H", "H", "H", "H", "H", "C", "C", "P", "C", "C", "C", "C", "C", "C", "C", "C", "C", "C", "C", "C", "C", "P", "C", "C", "C", "C", "C", "C", "C", "C", "C", "C", "C", "C", "H", "H", "H", "H", "H", "H", "H", "H", "H", "H", "H", "H", "H", "H", "H", "H", "H", "H", "H", "H", "H", "H", "H", "H", "H", "H", "C", "N", "C", "C", "C", "N", "C", "C", "O", "H", "H", "H", "H", "H", "H", "H", "H", "H", "H", "H", "H"], "xyz": [[0.31657, 1.77860, -1.04548], [-0.59053, 5.73827, -1.02275], [-1.60918, 5.84730, -2.02658], [-1.68854, 6.95001, -2.87730], [-2.65088, 6.92031, -3.87501], [-3.49264, 5.81521, -4.13167], [-3.35446, 4.67989, -3.32163], [-2.51278, 4.76684, -2.18278], [-2.43032, 3.40458, -1.14790], [-0.74347, 3.40722, -1.09324], [-0.00502, 4.52762, -0.92464], [1.29899, 4.34030, -0.47224], [2.18037, 5.37968, -0.07477], [3.40599, 5.04085, 0.43320], [3.78507, 3.65580, 0.60551], [2.85249, 2.69660, 0.31891], [1.67779, 3.01842, -0.33274], [-0.04584, 6.52449, -0.70872], [-0.95372, 7.74810, -2.77004], [-2.80250, 7.78402, -4.50380], [-4.22416, 5.83303, -4.94981], [-3.88782, 3.74948, -3.52366], [1.85234, 6.42176, -0.16035], [4.17304, 5.82695, 0.52566], [4.77536, 3.37234, 0.94736], [3.00154, 1.63359, 0.53898], [1.86681, -2.55710, -0.64608], [0.32114, -2.74141, -0.63559], [-0.12641, -2.94602, 1.15924], [-1.57910, -2.08847, 1.77116], [-2.20354, -2.45301, 2.99132], [-3.40847, -1.89035, 3.39464], [-4.04934, -0.98332, 2.55514], [-3.37654, -0.52573, 1.41633], [-2.15583, -1.04005, 1.02435], [-0.46959, -4.74395, 1.24712], [-1.76900, -5.21494, 1.31252], [-2.03249, -6.58413, 1.18974], [-0.96012, -7.46616, 1.02668], [0.33782, -7.01659, 0.99412], [0.61346, -5.60283, 1.13312], [2.32352, -1.53849, 0.40511], [1.54234, -1.77582, 2.06211], [2.46977, -2.88500, 3.09530], [3.53907, -3.64195, 2.58704], [4.34666, -4.34205, 3.48096], [4.05161, -4.33339, 4.83763], [2.94502, -3.62481, 5.34319], [2.11251, -2.95926, 4.47186], [1.45380, -0.25297, 3.07151], [2.53780, 0.02786, 3.94522], [2.48248, 1.11879, 4.82592], [1.35320, 1.95166, 4.78937], [0.34401, 1.75892, 3.84864], [0.42933, 0.67245, 2.97684], [2.17450, -2.25862, -1.66939], [2.35539, -3.52182, -0.47518], [-0.01144, -3.63671, -1.20100], [-0.21536, -1.83058, -0.95461], [-1.72678, -3.25919, 3.56299], [-3.82611, -2.22015, 4.33056], [-5.05518, -0.64131, 2.78497], [-3.78150, 0.30871, 0.86778], [-1.69073, -0.67552, 0.11628], [-2.62546, -4.51190, 1.42408], [-3.07403, -6.92754, 1.14142], [-1.16869, -8.51196, 0.90489], [1.18697, -7.67871, 0.85045], [1.62755, -5.15515, 1.02540], [2.07504, -0.52296, 0.08618], [3.41804, -1.58622, 0.54213], [3.66155, -3.66802, 1.45618], [5.17481, -4.92770, 3.06318], [4.66405, -4.83729, 5.52694], [2.73206, -3.64691, 6.41938], [1.21679, -2.44581, 4.82725], [3.45504, -0.52539, 3.82475], [3.33038, 1.30503, 5.46452], [1.30906, 2.78489, 5.46680], [-0.46458, 2.45903, 3.76703], [-0.19048, 0.64196, 2.08039], [-3.12575, -0.29233, -2.48307], [-2.14210, 0.08373, -3.51844], [-2.66693, 0.37646, -4.84756], [-1.58291, 0.70252, -5.88084], [-0.58319, 1.63960, -5.24395], [-0.03402, 1.06990, -4.03807], [1.38089, 0.71075, -3.92691], [-0.91607, 0.56402, -3.15205], [-0.52931, 0.32257, -1.91175], [-2.69671, -0.83684, -1.64190], [-3.90611, -0.91693, -2.93113], [-3.60462, 0.63235, -2.06863], [-3.33953, 1.26992, -4.75287], [-3.29075, -0.46473, -5.17599], [-2.04268, 1.21406, -6.71951], [-1.12462, -0.19688, -6.28836], [-1.08341, 2.59989, -4.92478], [0.21049, 1.95657, -5.94607], [1.54483, -0.36045, -4.02255], [1.76396, 1.01562, -2.96937], [1.95002, 1.21694, -4.68861]], "forces_ev_per_angstrom": [[2.4, -2.8, 1.2], [0.4, -1.5, -0.5], [-1.4, 0.0, -0.1], [0.3, -0.8, 0.4], [-1.0, -0.1, -0.6], [0.6, -0.1, 0.6], [0.4, 0.9, 0.5], [-0.1, 1.1, -2.2], [-0.2, 0.0, 0.7], [0.5, 2.9, 0.1], [-4.5, 0.1, -0.2], [4.5, -0.4, 1.7], [-1.8, -0.7, -0.4], [2.0, -1.2, -0.5], [-0.6, 1.9, 0.0], [-1.0, 0.0, -1.0], [1.3, 2.2, 1.9], [-0.2, 0.5, -0.3], [-0.4, 0.0, -0.1], [0.3, 0.2, -0.1], [0.5, 0.1, 0.4], [-0.1, 0.4, 0.2], [0.5, -0.4, 0.0], [-0.5, -0.5, 0.5], [-0.2, 0.2, 0.2], [0.0, 0.5, -0.3], [-0.4, -0.1, -0.5], [0.1, 0.6, 0.9], [-2.1, -0.7, -0.5], [-1.0, 0.7, -0.1], [1.1, -0.6, -0.6], [0.3, -0.2, -0.5], [0.4, 0.0, 0.0], [-0.2, 0.4, 0.4], [0.2, -0.7, 0.3], [1.3, 0.5, 1.0], [-1.8, 0.2, 0.1], [0.2, 0.7, -0.3], [-0.6, 0.1, 0.1], [1.4, 2.3, 0.2], [0.1, -1.5, -0.8], [0.6, 0.0, 0.1], [1.6, -0.5, 0.1], [0.1, -0.7, 0.5], [-0.5, 0.5, -1.0], [0.1, -0.5, -0.8], [-0.8, 1.1, -0.5], [0.1, -0.7, 0.1], [0.1, 0.5, -0.7], [0.3, 0.2, 0.0], [-0.3, 0.2, -0.2], [-0.7, -0.6, -1.3], [0.3, -0.4, 0.1], [0.8, -0.5, -0.1], [-0.5, 0.6, -0.7], [-0.1, 0.0, 0.6], [-0.1, 0.1, 0.0], [0.1, 0.6, 0.5], [0.4, -0.3, -0.3], [-0.4, 0.4, 0.1], [-0.3, 0.0, 0.1], [0.3, 0.1, 0.0], [-0.3, 0.0, -0.3], [0.1, 0.0, 0.1], [0.8, -0.7, -0.1], [0.6, 0.1, 0.2], [0.0, -0.3, 0.0], [-0.3, 0.0, 0.1], [-0.7, -0.9, 0.3], [-0.1, 0.1, 0.0], [-0.3, 0.1, 0.0], [0.4, 0.0, 1.7], [-0.3, 0.2, 0.4], [0.8, -0.7, 0.7], [0.1, 0.0, -0.5], [0.3, 0.0, 0.0], [0.0, -0.4, 0.5], [0.0, 0.1, 0.1], [-0.1, 0.2, 0.2], [-0.2, 0.2, 0.0], [-0.6, -0.2, 0.6], [-0.5, 0.9, 0.2], [1.7, 1.0, 1.1], [-0.9, 0.7, -0.8], [-0.3, -0.1, 0.3], [-0.4, 1.6, -0.7], [-0.2, -0.4, 1.0], [-0.2, -0.2, -0.1], [-1.2, -2.1, -0.9], [-1.4, -1.4, -1.7], [0.2, 0.0, -0.4], [0.3, 0.2, 0.0], [0.3, -0.7, -0.4], [0.4, -0.7, 0.0], [0.2, 0.2, 0.1], [-0.2, 0.0, -0.1], [0.2, -0.1, 0.2], [0.3, -0.8, -0.5], [-0.2, -0.4, 0.5], [-0.1, -0.1, -0.1], [0.4, 0.2, 0.5], [0.0, 0.2, -0.3]], "homo_lumo_gap_ha": [0.2059, 0.2131], "multiplicity": 5, "lumo_ev": [-11.28, -11.88], "homo_ev": [-16.88, -17.68], "total_charge": 4}

---

Listing E_tot for the structures above in their given order: -3340.11327, -3262.08570 Eh.
Listing energy above the lowest of the compared OMol25 structures with the same formula, charge and spin for the structures above in their given order: 38.09, 0.00 kcal/mol.